{
  "formula": "C16H31AsBrO2SSe2Si2V",
  "method": "the ωB97M-V functional and the def2-TZVPD basis",
  "e_tot_ev": -335043.6953,
  "spin_multiplicity": 1,
  "lumo_energy_ha": [-0.0303, -0.0304],
  "relative_energy_ev": 0.773,
  "total_charge": 0,
  "fmax_ev_per_a": 3.06,
  "symbols": ["V", "C", "As", "C", "C", "S", "H", "H", "H", "H", "H", "H", "H", "H", "H", "Br", "C", "C", "C", "C", "C", "C", "C", "O", "O", "H", "H", "H", "H", "C", "Si", "C", "C", "Se", "H", "H", "H", "H", "H", "H", "H", "H", "H", "C", "Si", "C", "C", "H", "H", "H", "H", "H", "H", "H", "H", "H", "Se"],
  "xyz": [[0.5462, 1.2067, 1.9415], [-3.0288, -0.7883, 1.1246], [-2.7295, 1.0982, 1.2605], [-4.4859, 1.6845, 1.8035], [-2.3249, 2.3396, -0.1397], [-1.4411, 1.4776, 2.9634], [-3.6013, -0.9882, 0.2219], [-3.5905, -1.0441, 2.0224], [-2.0791, -1.3013, 1.0638], [-5.2041, 1.3423, 1.0599], [-4.5149, 2.7669, 1.8736], [-4.7246, 1.2497, 2.7694], [-2.9424, 2.0979, -1.0002], [-1.2823, 2.2828, -0.4244], [-2.5795, 3.3134, 0.2776], [3.5366, 4.3655, -2.0866], [3.9923, 2.5886, -1.6416], [5.2403, 2.1615, -2.0710], [5.6810, 0.8764, -1.7955], [4.8720, -0.0015, -1.0916], [3.6303, 0.4257, -0.6622], [3.1690, 1.7214, -0.9216], [1.8253, 2.0893, -0.4115], [1.2230, 3.0875, -0.6389], [1.2709, 1.1436, 0.4427], [5.8649, 2.8480, -2.6254], [6.6592, 0.5620, -2.1402], [5.2047, -1.0112, -0.8837], [2.9770, -0.2552, -0.1405], [-2.0053, -3.0311, -2.8587], [-2.0995, -1.1706, -2.6865], [-1.7292, -0.3956, -4.3452], [-3.8902, -0.7510, -2.2333], [-0.6248, -0.4321, -1.1700], [-2.6991, -3.4120, -3.6214], [-2.2408, -3.5134, -1.9055], [-0.9896, -3.3237, -3.1415], [-2.3921, -0.7663, -5.1382], [-0.6951, -0.6182, -4.6251], [-1.8297, 0.6923, -4.2865], [-4.5117, -0.6299, -3.1295], [-3.9457, 0.1819, -1.6673], [-4.3407, -1.5489, -1.6319], [0.2913, -1.4700, 4.1895], [1.4055, -1.0178, 2.7697], [1.3132, -2.2647, 1.4051], [3.1564, -0.9593, 3.3790], [0.5519, -2.4746, 4.5467], [-0.7620, -1.4651, 3.9098], [0.4296, -0.7631, 5.0106], [1.1691, -3.2546, 1.8553], [2.2562, -2.2755, 0.8505], [0.5143, -2.0779, 0.6816], [3.4642, -1.9680, 3.6840], [3.2509, -0.2854, 4.2317], [3.8373, -0.6155, 2.5960], [1.9519, 2.2711, 3.1812]]
}